[1]
# C22H18N2O5

A single C22H18N2O5 molecule (ωB97M-V/def2-TZVPD, OMol25).

For the HOMO-LUMO gap, the calculation gives 8.141 eV. Its SMILES is COc1ccc(NC(=O)c2ccccc2NC(=O)c2ccccc2C(=O)O)cc1. As for the energy relative to the best compared isomer or geometry (same formula, charge and spin): 72.7 kJ/mol. The calculation puts the LUMO energy at 0.391 eV.

Structure (ORCA input):
```
! RIJCOSX wB97M-V def2-TZVPD def2/J DEFGRID3
* xyz 0 1
H -1.163 -2.434 0.405
O 3.169 -3.919 -3.466
C 1.898 3.551 -0.570
H 4.075 -2.287 -4.372
C 2.018 4.207 1.735
C 0.691 -3.509 -0.867
H 3.130 5.140 0.170
C 0.989 2.558 -0.248
C -2.685 0.630 1.459
C 1.546 -2.125 -3.104
O -0.439 2.581 3.778
C -4.702 -1.270 1.630
H -3.624 -2.329 0.116
C -3.749 0.817 2.333
H 0.052 -0.686 -2.600
C 3.658 -3.270 -4.613
H -3.773 1.701 2.953
H 2.190 -4.949 -1.384
H 2.208 3.682 -1.596
H 1.135 3.404 5.260
O 1.487 3.535 4.365
O -1.362 0.256 -1.203
H 2.412 4.841 2.514
C -0.338 1.234 1.344
C -3.649 -1.455 0.752
H 4.448 -3.911 -5.001
C -1.579 -0.636 -0.405
H 2.879 -3.156 -5.375
C 0.577 2.391 1.067
C 2.154 -3.329 -2.769
C 2.415 4.371 0.422
N -0.972 -1.850 -0.398
H 1.861 -1.565 -3.970
H 0.363 -4.050 0.010
C -2.639 -0.507 0.648
H -5.485 -2.010 1.698
H 0.584 1.904 -1.005
C 1.090 3.221 2.066
C 0.516 -1.619 -2.330
H -5.581 0.025 3.091
H -1.886 2.530 1.611
C 0.078 -2.302 -1.203
C 0.622 3.062 3.460
C 1.712 -4.016 -1.638
N -1.654 1.573 1.387
O 0.077 0.099 1.430
C -4.755 -0.127 2.413
*
```

---

[2]
# C36H40CoO3P2S

A molecular structure, C36H40CoO3P2S (ωB97M-V/def2-TZVPD, OMol25).

For the HOMO-LUMO gap (alpha / beta), the calculation gives 8.012 / 7.585 eV. The calculation puts the LUMO energy (alpha / beta) at 0.046 / -0.381 eV.

Structure (ORCA input):
```
! RIJCOSX wB97M-V def2-TZVPD def2/J DEFGRID3
* xyz 0 4
C 3.707 -1.181 -0.823
H 0.675 -0.267 -1.469
H 1.483 -0.686 5.434
H 6.425 0.340 -4.189
H -7.916 1.301 -3.511
C -4.117 -1.423 0.519
C -7.179 -1.919 -2.694
H 7.997 0.198 -2.299
C -6.033 -0.033 3.830
H 3.708 3.705 0.493
C 0.552 -0.543 4.881
H 7.813 -1.128 -0.398
C -6.333 0.693 -2.175
H -6.023 1.711 -1.949
C -1.762 -0.958 -3.765
C -7.407 0.460 -3.040
H 2.680 -0.770 -0.788
H 5.992 5.213 -3.646
C 7.221 -0.584 -2.382
H -6.375 0.238 2.833
C 0.062 0.760 4.679
C -7.832 -0.849 -3.310
C -5.180 -0.748 6.389
H 7.679 4.933 -3.134
H -5.595 -2.552 -1.397
C 4.783 -0.232 -3.011
H -1.526 1.945 3.814
H 0.605 1.620 5.058
H -4.839 -1.032 7.388
C -0.145 -1.643 4.389
H -7.516 -2.943 -2.877
H -7.283 -1.022 6.867
H 4.209 -0.009 0.981
C 4.121 -1.368 -2.307
H -1.873 -2.328 3.284
C 6.104 -0.069 -3.229
H -3.185 -0.416 5.657
C -0.488 -0.841 -3.209
P -3.466 0.203 2.706
C 5.969 -0.140 -0.196
C -0.323 -0.398 -1.887
H 4.777 2.335 1.183
H 4.754 -2.262 -2.412
P -4.183 0.039 -0.546
C -1.345 -1.471 3.684
H 6.493 0.608 0.407
C 4.569 3.038 0.360
H -3.889 -0.745 -3.431
H -4.308 -2.390 0.054
H 3.182 -1.546 -2.868
H 0.392 -1.090 -3.806
C -4.650 -0.078 4.104
C -1.854 -0.171 3.513
C -6.084 -1.697 -1.845
C -5.631 -0.390 -1.599
C -2.736 -0.273 -1.660
O 7.260 2.314 -2.064
C -1.449 -0.124 -1.106
O 4.973 2.599 -2.926
C -2.894 -0.658 -3.001
H 0.234 -2.660 4.548
S 6.457 2.902 -3.136
H 3.637 -2.187 -0.365
H 5.486 3.585 0.064
C 6.856 -1.055 -0.960
C -1.136 0.944 3.987
H 6.358 4.993 -1.912
H -1.894 -1.287 -4.798
Co 4.414 1.839 -1.188
C -6.971 -0.360 4.816
H -8.670 -1.030 -3.991
C -4.242 -0.402 5.405
C 6.620 4.687 -2.925
C 4.615 -0.288 -0.006
H -3.845 -2.256 2.478
C -3.812 -1.358 1.846
H 4.082 0.390 -3.588
C -6.548 -0.738 6.102
H -1.341 0.191 -0.067
O 6.882 2.635 -4.495
H 6.428 -2.069 -1.011
H 7.665 -1.425 -2.953
H -8.040 -0.328 4.593
*
```

---

[3]
# C16H54N8O11

11 unconnected molecules or ions with the total composition C16H54N8O11 (ωB97M-V/def2-TZVPD, OMol25).

For the HOMO-LUMO gap, the calculation gives 7.990 eV. Its SMILES is NC(N)=O.NC(N)=O.NC(N)=O.NC(N)=O.CCO.CCO.CCO.CCO.CCO.CO.CO. As for the energy relative to the best compared isomer or geometry (same formula, charge and spin): 696.5 kJ/mol. The calculation puts the LUMO energy at -0.516 eV.

Structure (ORCA input):
```
! RIJCOSX wB97M-V def2-TZVPD def2/J DEFGRID3
* xyz 0 1
C -3.848 -0.784 3.458
C 1.599 2.189 -4.918
H -3.072 -3.874 -1.763
H -1.012 1.025 -4.132
H 1.946 -0.762 3.491
C 0.084 -0.537 4.345
H 2.608 2.907 0.881
H 4.878 2.768 1.344
H -0.457 1.779 -2.756
H 1.481 1.342 -7.010
O 1.999 4.175 -2.092
H 4.400 -1.951 -0.921
H -1.638 0.979 1.392
H -0.882 -4.402 -0.415
H -3.347 -2.494 2.277
H 4.708 -0.924 -2.450
H 0.661 2.859 -6.752
H 2.515 -1.589 0.152
H -0.142 0.062 2.033
H 0.729 -4.595 3.526
H 1.205 2.105 -0.989
H -2.999 1.080 2.459
H 0.292 0.764 -1.323
H -0.975 1.066 3.873
H -1.083 -6.036 2.562
O -0.646 -2.304 -0.187
H -0.224 -2.648 0.604
O 0.135 -3.026 2.298
N 0.659 1.386 -0.524
H 0.130 -5.469 1.544
H -1.530 -0.241 -1.381
H -2.878 -2.248 -1.197
H 2.467 4.171 -1.254
C 0.896 1.957 -6.278
O -3.988 3.224 1.256
C -2.812 -1.690 2.795
C 0.681 4.536 -1.963
N 1.188 -1.080 4.096
H -1.761 -0.967 -3.047
N -0.244 0.251 1.000
C -2.835 2.514 1.033
C 4.459 2.466 0.398
C -2.677 -3.307 -0.981
H 4.494 1.347 0.270
H -3.056 -3.410 0.010
O 1.106 2.046 1.743
N -2.491 1.456 1.657
C 3.314 -0.211 -1.235
O 3.163 0.964 -1.971
C -0.727 -5.098 2.118
N 4.139 -1.134 -1.611
H -2.473 3.238 -0.804
H -2.136 -2.200 3.549
H -0.768 -3.508 -1.907
H 0.580 -2.405 2.867
H -1.486 -4.752 1.445
H 1.011 2.862 -4.280
H -4.356 -0.277 2.644
H -0.800 -3.805 3.922
O -3.217 0.270 4.149
H 5.151 2.879 -0.349
H -2.737 -0.045 4.894
H 1.876 0.190 -0.114
O 0.145 -0.811 -2.446
H 2.535 2.632 -5.057
H -4.456 -1.429 4.075
C -1.204 1.138 -3.082
H -2.137 -1.139 2.043
N -2.180 2.559 -0.085
O 2.016 0.925 -4.320
H 0.582 1.267 3.392
N 2.588 -0.565 -0.235
C -1.166 -3.450 -0.954
H 0.050 4.371 -2.895
H 0.146 3.955 -1.135
H -1.289 2.084 -0.279
H 2.308 1.100 -3.475
C -0.174 -4.104 3.109
C -1.163 -0.267 -2.425
N -0.121 0.589 3.711
O -0.859 -1.069 5.261
H 1.336 -1.897 4.718
C 0.475 1.324 0.753
H -2.110 1.689 -2.931
H 0.547 5.583 -1.730
O 3.238 3.126 0.219
H -0.050 1.487 -6.100
H -0.474 -0.521 0.406
H 0.148 -1.682 -2.009
*
```

---

For reference, strongest force on any atom by record: 0.01119; 0.03323; 0.19742 Eh/bohr.